64
Properties=species:S:1:pos:R:3:lowdin_charge:R:1 method="wB97M-V/def2-TZVPD" e_above_lowest_kcal_mol=87.37 spin_multiplicity=2 max_force_ev_per_a=6.33 homo_lumo_gap_ev="3.493 / 2.735" energy_ev=-42025.12163
Ag 0.654 0.076 0.407 0.91
C -6.260 -2.462 -0.085 0.06
C -7.527 -2.758 -0.640 -0.28
C -8.327 -1.567 -1.398 -0.34
O -9.408 -1.815 -1.909 0.04
C -7.815 -0.241 -1.222 0.03
C -6.573 -0.056 -0.731 -0.42
C -5.783 -1.206 -0.249 -0.32
O -4.520 -1.141 0.108 -0.03
O -6.162 1.143 -0.548 -0.04
O -8.083 -3.885 -0.504 0.04
H -5.665 -3.234 0.381 0.13
H -8.416 0.603 -1.527 0.12
C 0.086 5.592 -2.207 -0.07
C 0.023 4.453 -1.166 -0.42
C -0.606 4.820 0.238 -0.18
O -0.512 3.702 1.172 -0.21
C -1.384 3.955 2.277 -0.11
N -0.752 3.288 -1.649 0.03
H 0.885 5.520 -2.944 0.08
H 0.365 6.482 -1.644 0.07
H -0.952 5.769 -2.489 0.08
H 1.089 4.306 -0.993 0.12
H -1.605 5.193 0.015 0.12
H -0.051 5.626 0.717 0.12
H -2.410 4.078 1.932 0.09
H -1.224 4.759 2.994 0.09
H -1.356 2.965 2.732 0.08
H -1.737 3.358 -1.440 0.08
H -0.770 3.315 -2.658 0.06
C 5.665 -0.144 3.691 -0.07
C 4.282 -0.403 3.075 -0.44
C 3.360 -0.748 4.261 -0.16
O 1.913 -0.666 3.907 -0.23
C 1.166 -1.357 4.879 -0.13
N 3.796 0.728 2.278 0.04
H 5.933 -0.897 4.432 0.08
H 5.670 0.863 4.107 0.08
H 6.400 -0.057 2.890 0.08
H 4.408 -1.242 2.391 0.13
H 3.326 0.100 4.944 0.13
H 3.724 -1.621 4.802 0.13
H 1.320 -0.813 5.811 0.09
H 1.496 -2.394 4.940 0.08
H 0.109 -1.501 4.656 0.09
H 4.555 1.035 1.686 0.07
H 3.768 1.501 2.927 0.07
C 1.682 -5.142 -2.893 -0.09
C 2.149 -3.794 -2.415 -0.42
C 1.812 -2.785 -3.561 -0.21
O 2.355 -1.572 -3.128 -0.22
C 2.740 -0.640 -4.191 -0.07
N 1.462 -3.433 -1.133 0.04
H 1.789 -5.363 -3.954 0.08
H 0.598 -5.197 -2.783 0.08
H 2.064 -5.984 -2.317 0.08
H 3.212 -3.920 -2.211 0.14
H 0.756 -2.739 -3.827 0.14
H 2.390 -3.085 -4.435 0.12
H 1.991 -0.662 -4.982 0.08
H 3.587 -1.088 -4.710 0.08
H 2.980 0.407 -4.003 0.08
H 0.556 -3.755 -1.441 0.05
H 1.781 -4.267 -0.661 0.06